One molecule with the formula C4H10N2O in a non-equilibrium geometry, computed with ωB97M-V/def2-TZVPD.

```
17
Properties=species:S:1:pos:R:3:nbo_charge:R:1
C -0.438 -1.632 0.727 -0.38
N 0.292 -1.589 -0.671 -0.64
C 0.484 -0.324 -1.114 0.79
O 0.951 0.114 -2.150 -0.62
N 0.018 0.479 -0.042 -0.54
C -1.131 1.258 -0.354 -0.40
C 1.087 1.097 0.677 -0.41
H -0.180 -0.956 1.585 0.22
H -1.515 -1.460 0.587 0.20
H -0.232 -2.623 1.088 0.19
H 0.543 -2.346 -1.332 0.41
H -1.541 1.669 0.575 0.20
H -1.897 0.613 -0.806 0.20
H -0.870 2.057 -1.051 0.19
H 1.859 0.347 0.899 0.21
H 1.525 1.902 0.080 0.19
H 0.706 1.488 1.626 0.20
```

Values from the calculation:
HOMO (eV): -8.3269
Energy above the lowest of the compared OMol25 structures with the same formula, charge and spin (kcal per mole): 55.7